Arrangement w

Molecular formula: C4H5N2O4S
Method: DFT, ωB97M-V/def2-TZVPD

Cartesian coordinates (Å):
C1 -1.69 0.63 0.03
C2 -0.42 0.18 0.13
C3 -1.77 2.11 0.00
C4 -0.06 -1.25 -0.02
N1 0.39 1.27 0.28
N2 -0.33 2.42 0.12
O1 -3.02 -1.34 1.23
O2 -2.58 2.97 -0.14
O3 -2.74 -1.42 -1.24
O4 -4.33 0.04 -0.27
S1 -3.07 -0.64 -0.06
H1 -0.97 -1.72 -0.46
H2 -0.13 -1.80 0.92
H3 0.99 -1.32 -0.60
H4 1.26 1.40 -0.17
H5 -0.12 3.25 0.64

The orbital gap comes out at 8.437 eV. As for the HOMO energy: -5.0 eV. As for the charge: -1.

***

Arrangement x

Molecular formula: C4H5N2O4S
Method: DFT, ωB97M-V/def2-TZVPD

Cartesian coordinates (Å):
C1 -2.39 -0.28 0.46
C2 -1.61 -1.39 0.30
C3 -1.57 0.87 0.13
C4 1.02 1.06 -0.56
N1 -0.39 -0.98 -0.25
N2 -0.40 0.36 -0.33
O1 3.49 0.70 -0.30
O2 -1.86 2.06 0.17
O3 2.08 -0.09 1.51
O4 2.16 -1.35 -0.59
S1 2.29 -0.03 0.04
H1 -3.40 -0.37 0.73
H2 -1.97 -2.34 0.51
H3 0.96 1.35 -1.65
H4 0.98 1.96 0.07
H5 0.62 -1.52 -0.24

The orbital gap comes out at 8.084 eV. As for the HOMO energy: -4.4 eV. As for the charge: -1.

***

Quick one: least stable of them? arrangement w

***

Arrangement w

Molecular formula: C3H6O2
Method: DFT, ωB97M-V/def2-TZVPD

Cartesian coordinates (Å):
O1 -1.32 0.63 -0.77
C1 -0.92 -0.27 0.25
C2 0.52 -0.68 -0.03
C3 1.43 0.52 -0.12
O2 2.33 0.75 0.65
H1 -1.96 1.25 -0.40
H2 -1.57 -1.17 0.26
H3 -0.99 0.19 1.25
H4 0.55 -1.21 -0.99
H5 0.89 -1.35 0.76
H6 1.20 1.22 -0.95

The orbital gap comes out at 10.390 eV. As for the HOMO energy: -9.7 eV.

***

Arrangement x

Molecular formula: C3H6O2
Method: DFT, ωB97M-V/def2-TZVPD

Cartesian coordinates (Å):
O1 -1.74 -0.44 -0.34
C1 -0.96 0.69 -0.04
C2 0.54 0.39 0.08
C3 1.16 -1.05 0.28
O2 0.91 -0.44 -0.97
H1 -1.27 -0.93 -1.03
H2 -1.00 1.43 -0.86
H3 -1.40 1.15 0.85
H4 1.19 1.17 0.45
H5 0.35 -0.99 1.02
H6 2.21 -0.98 0.56

The orbital gap comes out at 10.335 eV. As for the HOMO energy: -9.3 eV.

***

Quick one: least stable of them? arrangement x

***

Arrangement w

Molecular formula: C3H6O2
Method: DFT, ωB97M-V/def2-TZVPD

Cartesian coordinates (Å):
O1 -0.62 0.47 -1.05
C1 0.74 0.02 -0.84
C2 0.34 -0.44 0.53
C3 -0.58 0.74 0.60
O2 -0.66 -1.44 0.37
H1 -1.09 -1.07 -0.44
H2 1.15 -0.76 -1.51
H3 1.40 0.89 -0.84
H4 1.04 -0.76 1.31
H5 -0.38 1.78 0.47
H6 -1.33 0.58 1.40

The orbital gap comes out at 11.205 eV. As for the HOMO energy: -10.2 eV.

***

Arrangement x

Molecular formula: C3H6O2
Method: DFT, ωB97M-V/def2-TZVPD

Cartesian coordinates (Å):
C1 -1.73 -0.04 0.10
C2 0.86 0.81 -0.31
C3 0.45 -0.66 -0.34
O1 -1.77 1.12 0.45
O2 0.89 -1.43 0.68
H1 -2.47 -0.73 -0.19
H2 2.02 0.79 -0.13
H3 0.39 1.20 0.65
H4 0.42 1.49 -1.18
H5 0.35 -1.22 -1.33
H6 0.60 -1.32 1.59

The orbital gap (alpha / beta) comes out at 8.317 / 8.316 eV. As for the HOMO energy (alpha / beta): -7.7 / -7.7 eV.

***

Arrangement y

Molecular formula: C3H6O2
Method: DFT, ωB97M-V/def2-TZVPD

Cartesian coordinates (Å):
O1 0.64 -0.40 -1.28
C1 0.39 0.83 -0.59
C2 -0.49 0.46 0.63
C3 -0.48 -1.05 0.48
O2 0.48 -1.71 0.85
H1 1.13 -0.97 -0.64
H2 -0.12 1.50 -1.29
H3 1.35 1.29 -0.31
H4 -1.50 0.88 0.57
H5 -0.05 0.72 1.59
H6 -1.34 -1.53 -0.02

The orbital gap comes out at 11.053 eV. As for the HOMO energy: -10.1 eV.

***

Quick one: least stable of them? arrangement x

***

Arrangement w

Molecular formula: C3H6O2
Method: DFT, ωB97M-V/def2-TZVPD

Cartesian coordinates (Å):
O1 0.94 1.41 -0.58
C1 0.63 0.25 0.14
C2 -0.77 0.14 0.78
O2 -0.94 -1.17 0.25
C3 0.19 -1.01 -0.62
H1 0.13 1.93 -0.62
H2 1.44 0.06 0.86
H3 -0.84 0.19 1.87
H4 -1.49 0.85 0.34
H5 0.84 -1.89 -0.61
H6 -0.11 -0.79 -1.66

The orbital gap comes out at 10.876 eV. As for the HOMO energy: -9.9 eV.

***

Arrangement x

Molecular formula: C3H6O2
Method: DFT, ωB97M-V/def2-TZVPD

Cartesian coordinates (Å):
O1 2.43 1.41 0.10
C1 2.46 0.69 1.11
H1 2.96 1.08 2.05
H2 1.95 -0.22 1.38
C2 -1.52 -1.32 -1.04
C3 -1.29 -0.31 -0.22
O2 -1.79 0.95 -0.01
H3 -0.73 -1.97 -1.38
H4 -2.48 -1.46 -1.50
H5 -0.32 -0.34 0.34
H6 -1.67 1.49 -0.82

The orbital gap comes out at 10.023 eV. As for the HOMO energy: -9.5 eV.

***

Quick one: least stable of them? arrangement x

***

Arrangement w

Molecular formula: C3H6O2
Method: DFT, ωB97M-V/def2-TZVPD

Cartesian coordinates (Å):
C1 1.14 0.51 -0.77
C2 -0.56 -1.15 0.75
C3 -0.26 0.29 -0.26
O1 1.57 1.55 -1.04
O2 -0.72 1.48 0.37
H1 1.76 -0.59 -0.72
H2 -1.54 -1.64 0.34
H3 -0.62 -0.99 1.76
H4 0.29 -1.76 0.45
H5 -0.97 0.09 -1.07
H6 -0.08 2.21 0.18

The orbital gap comes out at 10.858 eV. As for the HOMO energy: -10.1 eV.

***

Arrangement x

Molecular formula: C3H6O2
Method: DFT, ωB97M-V/def2-TZVPD

Cartesian coordinates (Å):
C1 0.98 0.08 0.16
C2 2.38 -0.12 -0.27
C3 -3.22 0.66 0.31
O1 0.45 1.11 0.51
O2 -2.91 1.55 -0.56
H1 2.28 -0.04 -1.37
H2 3.11 0.72 -0.12
H3 2.91 -0.97 0.21
H4 -3.94 -0.05 -0.31
H5 0.34 -0.81 0.29
H6 -2.61 2.31 -0.10

The orbital gap comes out at 9.409 eV. As for the HOMO energy: -8.5 eV.

***

Quick one: least stable of them? arrangement x

***

Arrangement w

Molecular formula: C3H6O2
Method: DFT, ωB97M-V/def2-TZVPD

Cartesian coordinates (Å):
C1 -1.34 0.50 0.14
C2 0.15 0.81 -0.20
C3 1.11 -0.17 0.39
H1 -1.77 -1.00 -1.05
H2 -1.47 0.73 1.18
H3 -2.06 1.16 -0.35
H4 0.42 0.81 -1.29
H5 0.33 1.82 0.22
H6 0.95 -0.63 1.42
O1 -1.66 -0.88 -0.05
O2 2.17 -0.34 -0.21

The orbital gap comes out at 10.674 eV. As for the HOMO energy: -9.9 eV.

***

Arrangement x

Molecular formula: C3H6O2
Method: DFT, ωB97M-V/def2-TZVPD

Cartesian coordinates (Å):
O1 1.96 0.80 -1.12
C1 -0.77 1.05 0.23
C2 -1.25 -0.19 0.24
C3 -0.40 -1.32 0.68
O2 -0.77 -2.47 0.74
H1 2.63 0.29 -0.65
H2 -1.37 1.90 -0.08
H3 0.26 1.26 0.51
H4 1.34 0.13 -1.45
H5 -2.27 -0.44 -0.06
H6 0.64 -1.03 0.95

The orbital gap comes out at 10.312 eV. As for the HOMO energy: -10.1 eV.

***

Quick one: least stable of them? arrangement x

***

Arrangement w

Molecular formula: C3H6O2
Method: DFT, ωB97M-V/def2-TZVPD

Cartesian coordinates (Å):
C1 -0.22 -1.19 -0.82
C2 -0.02 0.33 -0.57
C3 0.10 0.48 0.93
H1 -0.13 -1.38 -1.93
H2 -1.16 -1.55 -0.36
H3 0.69 -1.68 -0.39
H4 0.81 0.80 -1.17
H5 -0.96 0.94 -0.90
H6 0.53 1.89 2.22
O1 0.56 1.73 1.23
O2 -0.19 -0.38 1.76

The orbital gap comes out at 11.399 eV. As for the HOMO energy: -10.6 eV.

***

Arrangement x

Molecular formula: C3H6O2
Method: DFT, ωB97M-V/def2-TZVPD

Cartesian coordinates (Å):
C1 2.18 -0.45 0.44
C2 1.48 0.68 0.58
H1 2.79 -0.92 1.21
H2 2.31 -0.98 -0.51
H3 0.97 0.86 1.51
H4 1.39 1.27 -0.32
O1 -2.80 0.06 0.60
C3 -2.23 0.29 -0.43
O2 -1.99 -0.62 -1.38
H5 -1.81 1.27 -0.70
H6 -2.30 -1.47 -1.01

The orbital gap comes out at 10.484 eV. As for the HOMO energy: -9.6 eV.

***

Quick one: least stable of them? arrangement x

***

Arrangement w

Molecular formula: C3H6O2
Method: DFT, ωB97M-V/def2-TZVPD

Cartesian coordinates (Å):
C1 1.59 -0.46 -0.04
C2 0.47 0.39 -0.24
C3 -1.81 0.09 0.07
H1 2.52 -0.08 0.21
H2 1.46 -1.25 0.72
H3 1.92 -0.78 -0.81
H4 -1.75 1.22 0.38
H5 -2.56 -0.21 -0.47
H6 -1.77 -0.42 1.03
O1 0.60 1.64 -0.16
O2 -0.68 -0.16 -0.68

The orbital gap comes out at 11.215 eV. As for the HOMO energy: -10.3 eV.

***

Arrangement x

Molecular formula: C3H6O2
Method: DFT, ωB97M-V/def2-TZVPD

Cartesian coordinates (Å):
O1 0.53 1.41 0.03
C1 1.11 0.18 0.27
C2 -0.03 -0.71 -0.20
C3 -1.18 -0.06 0.44
O2 -0.48 -0.14 -1.43
H1 -0.09 0.81 -1.25
H2 2.05 0.01 -0.29
H3 1.31 -0.02 1.34
H4 0.03 -1.80 -0.25
H5 -1.10 0.66 1.24
H6 -2.18 -0.34 0.10

The orbital gap (alpha / beta) comes out at 7.614 / 7.612 eV. As for the HOMO energy (alpha / beta): -8.9 / -8.9 eV.

***

Quick one: least stable of them? arrangement x